ORCA calculation (the ωB97M-V functional and the def2-TZVPD basis) on a cluster of 2 separate species, C19H20F5OSi in total at a distorted geometry.

CARTESIAN COORDINATES (ANGSTROEM)
Si: 1.764317 -0.031918 -3.576484
F: -4.477612 -1.195718 4.155571
F: -2.236369 0.360067 -3.748220
F: 1.105773 -2.463070 5.491218
F: -2.788563 1.666165 -2.077751
F: -2.265486 -0.450804 -1.709857
O: 0.258606 0.719699 -3.399165
C: -2.741810 0.925725 1.070755
C: 1.735550 -1.511551 -2.458145
C: -1.875222 0.253342 1.993678
C: -4.730237 0.090739 2.172073
C: -4.120682 0.831538 1.149406
C: -0.463059 1.005602 -2.291022
C: 2.895131 -0.153111 3.306505
C: -0.474627 0.251322 1.756763
C: 3.097671 1.182503 -3.141777
C: 0.350432 -1.302052 3.563658
C: -3.898175 -0.477778 3.133523
C: 0.017551 1.492102 -1.111373
C: 2.641882 -1.031032 4.372316
C: 1.783422 -0.458722 -5.389299
C: -1.937933 0.658639 -2.460997
C: -2.515580 -0.359725 3.117217
C: 1.364684 -1.583599 4.462254
C: 0.550777 -0.290877 2.575508
C: 1.888137 0.206243 2.423968
H: -1.939716 -0.739220 3.954977
H: -0.687037 2.053674 -0.504062
H: -0.132874 0.798471 0.890217
H: 2.641590 -1.108195 -5.611231
H: -5.808225 -0.028030 2.225978
H: 3.189333 1.934774 -3.934932
H: -0.585480 -1.852401 3.624963
H: 1.871298 0.451635 -6.003718
H: 3.899189 0.256883 3.182938
H: 4.051077 0.642461 -3.062902
H: 0.863061 -0.980568 -5.690657
H: 3.411288 -1.296086 5.095115
H: -2.290616 1.518371 0.280784
H: 2.087576 0.915726 1.617307
H: -4.733387 1.331411 0.399275
H: 0.953022 -2.220850 -2.759419
H: 2.910990 1.703795 -2.194590
H: 1.567502 -1.250977 -1.404165
H: 1.098135 1.557876 -0.952489
H: 2.704695 -2.022476 -2.533716

Forces on atoms 1 to 6 (eV/Å):
-0.1 0.0 -0.4
0.7 1.0 -1.1
0.2 0.3 1.3
0.3 1.0 -1.4
0.9 -0.8 0.0
0.3 1.1 -0.6

Calculated values
Gap between HOMO and LUMO: 6.15 eV
Total charge: +1

=====

ORCA calculation (the ωB97M-V functional and the def2-TZVPD basis) on an isolated molecule of C19H20N2O at a distorted geometry.

CARTESIAN COORDINATES (ANGSTROEM)
O: 0.387625 1.493145 1.637827
N: 0.904540 1.114979 2.894824
N: -0.935660 0.116523 -0.603822
C: -0.594628 -1.233952 -0.499418
C: -0.274496 1.143786 -1.487802
C: 2.961174 -0.335178 3.491686
C: -1.067599 3.571141 -1.040353
C: 1.137126 1.454491 -0.901312
C: 1.104443 -5.003865 0.710995
C: 0.447547 -1.775748 -1.184947
C: -2.224147 4.359782 -0.891961
C: 1.208232 1.094642 0.577124
C: 2.033384 0.455511 2.614660
C: -3.515713 2.828344 -2.289948
C: -2.436741 1.929098 -2.389984
C: -1.279096 2.250675 -1.666330
C: 2.179901 0.355749 1.191079
C: -0.814744 -3.346307 0.779014
C: -1.285519 -2.051158 0.429869
C: 0.944595 -3.028524 -0.707488
C: 0.318391 -3.805387 0.228847
C: -3.409940 4.024373 -1.513440
H: -4.377053 2.683088 -2.883367
H: -0.201641 3.976064 -0.538977
H: 2.473603 -1.216875 4.000122
H: 2.899265 -0.156828 0.571449
H: 1.711683 -4.672159 1.535138
H: 0.917196 -1.241063 -1.982755
H: 1.594710 2.447423 -1.041897
H: -0.035072 0.769345 -2.460879
H: -2.106738 5.234700 -0.229079
H: -2.571625 1.022859 -3.044553
H: 3.139516 0.233718 4.406073
H: 1.859763 -3.232658 -1.254845
H: -1.698385 0.538616 -0.036506
H: -1.921872 -1.582046 1.079088
H: 1.827432 0.781506 -1.452003
H: 1.936563 -5.432523 -0.030316
H: 3.908206 -0.661372 2.979916
H: 0.439797 -5.826646 1.083973
H: -4.298373 4.697118 -1.590834
H: -1.285651 -3.974389 1.511132

Forces on atoms 1 to 6 (eV/Å):
0.1 0.9 -1.2
1.7 -0.8 -1.2
-0.7 1.1 -0.9
-1.7 0.9 1.2
0.3 -0.5 1.2
-0.5 -0.4 1.7

Calculated values
Structure (SMILES): Cc1ccc(N[C@H](Cc2cc(C)no2)c2ccccc2)cc1
Gap between HOMO and LUMO: 8.35 eV
Energy above the lowest of the compared OMol25 structures with the same formula, charge and spin: 454.1 kJ/mol
Total charge: 0

=====

ORCA calculation (the ωB97M-V functional and the def2-TZVPD basis) on an isolated molecule of C19H20N2O4.

CARTESIAN COORDINATES (ANGSTROEM)
O: -4.120160 -0.266812 0.145234
O: 4.783971 -0.409807 -0.212087
O: -0.166486 -0.285763 -1.499640
O: -0.031225 -0.011327 2.129045
N: -2.153726 0.142401 1.265847
N: 1.871725 0.658651 -1.603289
C: -1.625372 -3.888672 -0.878020
C: -0.987603 -1.739905 0.707653
C: -1.249142 2.696240 0.088932
C: -2.236679 -1.812371 0.086110
C: -3.000182 -0.594384 0.446932
C: 0.523803 0.698644 -1.674480
C: 3.437845 -0.394530 -0.058615
C: -0.049302 -2.736659 0.549673
C: 2.594318 -0.557267 -1.278837
C: -2.572152 -2.882154 -0.714825
C: 5.322668 -0.225452 1.005823
C: -2.515014 1.400797 1.879715
C: 4.349491 -0.082622 1.943961
C: -0.388836 -3.818138 -0.256888
C: 3.117985 -0.191460 1.251666
C: -1.409897 2.256678 -1.366900
C: -0.927464 -0.468089 1.458818
C: -2.558433 2.558818 0.880055
C: -0.057158 2.053222 -2.048695
H: 0.915119 -2.671643 1.030411
H: 2.134098 -0.125747 1.669729
H: 4.483783 0.077412 2.993825
H: 0.326750 -4.613419 -0.406808
H: 3.239626 -0.842460 -2.117122
H: -0.905747 3.732900 0.109143
H: -1.994827 3.002754 -1.908216
H: 1.828457 -1.324454 -1.129069
H: -1.948030 1.307573 -1.411132
H: 0.633304 2.857961 -1.791573
H: 2.410862 1.502259 -1.715380
H: -0.189582 2.047413 -3.133949
H: -1.856274 -4.737579 -1.504646
H: -0.473794 2.090419 0.561928
H: -2.765405 3.468726 1.445016
H: -3.496898 1.283269 2.348407
H: -3.534007 -2.928910 -1.201393
H: -1.763387 1.593993 2.650002
H: -3.389590 2.398057 0.192231
H: 6.392568 -0.218565 1.071393

Forces on atoms 1 to 6 (eV/Å):
0.0 0.0 0.0
0.1 -0.1 -0.5
-0.3 -0.2 0.0
0.1 -0.1 0.0
0.0 0.3 0.1
0.4 0.0 0.0

Calculated values
Structure (SMILES): O=C(CCCCCN1C(=O)c2ccccc2C1=O)NCc1ccco1
Gap between HOMO and LUMO: 8.46 eV
Energy above the lowest of the compared OMol25 structures with the same formula, charge and spin: 97.3 kJ/mol
Total charge: 0

=====

ORCA calculation (the ωB97M-V functional and the def2-TZVPD basis) on an isolated molecule of C19H20N2O6 at a distorted geometry.

CARTESIAN COORDINATES (ANGSTROEM)
O: -1.079119 -1.198952 -0.841216
O: 4.928633 1.211662 0.118195
O: 0.606832 3.402948 0.320403
O: 4.684913 -1.591542 0.148381
O: 0.254390 -3.058634 -0.676431
O: -2.725439 -1.527406 1.681230
N: 0.127859 1.356199 -0.289148
N: -1.457764 2.731287 0.068992
C: 0.026372 -1.652574 -0.639840
C: -4.859956 -2.371861 0.747396
C: -0.159688 2.553492 -0.138660
C: -2.559394 0.930688 0.490276
C: -3.760102 2.650397 -0.664314
C: -3.805429 0.045371 0.529335
C: 1.296556 -0.790194 -0.571104
C: 2.406860 1.332541 -0.111743
C: 3.662722 0.762087 0.082419
C: -4.995770 1.831930 -0.667320
C: 3.775430 -0.885818 -0.120893
C: -0.901219 -3.658218 -0.562336
C: -4.934928 0.456487 -0.378653
C: 2.483186 -1.458632 -0.452522
C: -2.656734 2.019909 0.027896
C: 4.888509 2.621303 0.751426
C: 5.973399 -1.259325 0.421234
C: -3.674526 -1.547932 0.997198
C: 1.332426 0.403068 -0.381608
H: 2.512655 2.505064 0.166136
H: -1.490449 -3.307707 0.125199
H: 6.649961 -2.248485 0.444218
H: 6.416281 -0.412813 -0.342677
H: -1.680930 3.763070 -0.028407
H: -4.890352 -2.447108 -0.571603
H: -1.277727 -3.485568 -1.615071
H: 5.813843 3.003521 0.755095
H: -3.809303 3.571528 -0.989746
H: -1.812116 0.500322 1.173636
H: 4.269707 2.925458 1.370244
H: -5.682551 -0.130602 -0.415647
H: -4.545577 -3.198818 1.014067
H: 6.146156 -0.865430 1.385859
H: 4.598250 3.050184 -0.238239
H: -5.750157 2.278269 -1.585372
H: -0.706190 0.606142 -0.602169
H: -0.586410 -4.728800 -0.587998
H: -5.698100 -2.024862 1.100903
H: 2.644969 -2.661625 -0.447032

Forces on atoms 1 to 6 (eV/Å):
0.6 -0.4 0.6
-0.9 2.8 3.5
0.8 1.7 -1.3
6.4 -6.5 1.7
4.7 6.5 1.6
2.8 -3.8 2.4

Calculated values
Structure (SMILES): COC(=O)c1cc(OC)c(OC)cc1NC(=O)Nc1cccc(C(C)=O)c1
Gap between HOMO and LUMO: 7.52 eV
Energy above the lowest of the compared OMol25 structures with the same formula, charge and spin: 1705.2 kJ/mol
Total charge: 0

=====

ORCA calculation (the ωB97M-V functional and the def2-TZVPD basis) on a structure of composition C19H20N3OsS5.

CARTESIAN COORDINATES (ANGSTROEM)
Os: 0.256053 0.798772 -0.147450
S: 0.959009 5.108580 1.957604
S: 2.318936 1.458790 0.275629
S: 3.224573 6.171158 3.549508
S: -0.223998 2.990800 0.111929
S: 3.462920 3.581392 2.131278
N: -0.363174 -1.027222 -0.337077
N: 0.527694 0.547842 -2.289033
N: -0.327258 0.280398 1.906465
C: -0.382088 -1.191924 1.994437
C: -0.431878 -0.512822 -2.657894
C: -0.476506 -3.945999 1.979951
C: 2.197379 2.891664 1.167459
C: -0.430444 -1.874626 3.194741
C: 0.575223 0.822350 2.956340
C: -1.704993 0.790424 2.186692
C: -0.451564 -3.258180 0.775764
C: -0.479974 -3.262471 3.186205
C: -1.804571 -2.329555 -1.894139
C: 0.274975 1.806668 -3.039219
C: -2.244204 -2.520648 -3.196323
C: -0.872110 -1.336588 -1.619028
C: -0.859633 -0.714860 -3.954798
C: 2.596640 5.041062 2.590177
C: -0.426326 -1.869030 0.783889
C: -1.770422 -1.727445 -4.227942
C: 1.008680 3.606884 1.092977
C: 1.895341 0.060670 -2.637720
H: -2.382061 0.435774 1.411141
H: 1.553391 0.358474 2.869983
H: -0.504444 -0.088096 -4.761110
H: 0.957286 2.566571 -2.665512
H: -2.038922 0.414973 3.154641
H: -2.204950 -2.937403 -1.095936
H: -0.421544 -3.800150 -0.158625
H: 2.119876 -0.826930 -2.049995
H: -0.420936 -1.348288 4.139407
H: -1.695362 1.876968 2.194052
H: 0.164463 0.627822 3.946587
H: -0.506903 -3.803918 4.121339
H: -0.752180 2.124278 -2.877064
H: -2.115580 -1.880941 -5.240603
H: 0.655241 1.896721 2.827973
H: 0.454183 1.668065 -4.105577
H: -2.971921 -3.294657 -3.399702
H: -0.487373 -5.027519 1.972585
H: 1.928129 -0.189344 -3.698932
H: 2.621325 0.841516 -2.425073

Forces on atoms 1 to 6 (eV/Å):
-0.1 -0.7 -0.5
0.0 0.1 0.0
0.4 0.0 0.0
0.0 0.1 0.0
-0.2 0.3 0.0
0.0 0.1 0.0

Calculated values
Gap between HOMO and LUMO (alpha / beta): 5.79 / 5.80 eV
Energy above the lowest of the compared OMol25 structures with the same formula, charge and spin: 3.8 kJ/mol
Total charge: +1